Below is C4H5NO as an isolated structure, with properties calculated with the ωB97M-V functional and the def2-TZVPD basis.

Calculated values
- Relative energy (zero: lowest compared OMol25 entry of this formula, charge and spin): 368.91 kJ/mol
- Molar mass: 83.09 g/mol
- E_LUMO: 0.019 hartree
- Charge: 0
- Orbital gap: 8.31 eV
- F_max: 0.4 eV/Å
- HOMO: -0.287 Ha

Cartesian coordinates (Å):
1 O 2.294 -0.083 -0.296
2 C 1.041 -0.311 -0.016
3 C 0.076 -1.243 -0.351
4 N -1.150 -0.576 -0.208
5 C -1.023 0.677 0.211
6 C 0.364 0.921 0.425
7 H 1.515 1.114 -0.268
8 H 0.128 -2.207 -0.832
9 H -2.036 -0.999 -0.446
10 H -1.892 1.278 0.446
11 H 0.684 1.429 1.334